# 1
{"formula": "C5H11N2O", "method": "the ωB97M-V functional and the def2-TZVPD basis", "gap_ev": [7.48, 7.54], "e_above_lowest_kj_mol": 682.0, "charge": 1, "homo_ev": [-13.1, -13.1], "symbols": ["C", "C", "C", "C", "C", "N", "N", "O", "H", "H", "H", "H", "H", "H", "H", "H", "H", "H", "H"], "coordinates": [[-0.133, 0.383, -0.564], [-0.043, 2.831, -0.059], [-0.605, -1.748, 0.491], [-1.956, -0.946, 0.294], [1.845, -0.922, -0.172], [0.426, -0.814, -0.284], [-1.427, 0.272, -0.471], [2.386, 0.326, -0.196], [0.623, 3.530, -0.744], [-1.268, 2.701, -0.136], [-0.289, -1.857, 1.588], [-0.614, -2.806, 0.085], [-2.708, -1.239, -0.372], [-2.466, -0.495, 1.210], [2.020, -1.439, -1.173], [2.177, -1.605, 0.586], [-2.037, 0.902, -0.953], [0.731, 2.638, 0.909], [3.337, 0.289, -0.039]], "forces_ev_per_angstrom": [[0.1, 0.2, 0.4], [1.6, -1.5, 0.5], [0.4, 0.0, 0.0], [1.6, 2.7, 0.4], [0.2, -2.2, -3.4], [-2.2, 1.3, 2.3], [-0.9, -0.3, 1.0], [0.7, 1.2, 0.7], [-2.1, -1.8, 0.8], [3.8, 0.8, 0.6], [-0.4, 0.5, -1.6], [0.0, 1.5, 0.1], [-1.0, -1.8, -0.6], [1.0, -1.1, -0.9], [0.9, 0.2, 1.1], [0.0, -0.1, 0.9], [-0.3, 0.2, 0.2], [-3.1, 0.2, -2.4], [-0.1, -0.1, -0.1]], "nbo_charge": [0.4852, -0.3303, -0.2389, -0.2386, 0.1108, -0.4476, -0.6185, -0.7022, 0.2456, 0.2594, 0.2352, 0.2466, 0.2296, 0.2287, 0.1628, 0.1835, 0.4144, 0.2722, 0.5020]}

=====

# 2
{"formula": "C5H11N2O", "method": "the ωB97M-V functional and the def2-TZVPD basis", "gap_ev": 9.91, "e_above_lowest_kj_mol": 271.1, "charge": 1, "homo_ev": -13.5, "symbols": ["C", "C", "C", "N", "C", "N", "C", "O", "H", "H", "H", "H", "H", "H", "H", "H", "H", "H", "H"], "coordinates": [[-1.546, -0.505, -0.583], [-1.263, 0.753, -0.399], [-2.053, 1.951, -0.928], [-0.125, 1.123, 0.393], [0.902, 0.630, 1.061], [1.544, -0.525, 1.119], [1.618, -1.717, 0.011], [2.743, -2.353, 0.062], [-2.410, -0.731, -1.137], [-0.939, -1.332, -0.200], [-1.301, 2.567, -1.430], [-2.531, 2.451, -0.015], [-2.780, 1.456, -1.684], [-0.138, 2.104, 0.596], [1.218, 1.355, 1.745], [2.207, -0.656, 1.895], [1.490, -1.102, -0.890], [0.632, -2.181, 0.233], [2.734, -3.288, 0.152]], "forces_ev_per_angstrom": [[0.6, -1.2, 0.3], [0.6, 0.5, 0.1], [-0.3, -1.8, 0.5], [0.1, 0.7, -0.3], [0.2, -1.8, 0.0], [0.2, -0.8, -0.8], [-4.3, 3.3, 0.5], [2.4, 0.4, 0.1], [-0.9, -0.5, -0.6], [-0.5, 0.5, -0.1], [-0.6, 0.4, -0.1], [0.4, -0.4, -1.7], [0.9, 1.5, 1.4], [-0.4, 0.5, 0.0], [0.9, 0.8, 1.1], [-0.3, 0.4, -0.6], [0.2, -0.3, -0.1], [1.2, -0.8, -0.3], [-0.4, -1.3, 0.4]], "nbo_charge": [-0.3922, 0.1636, -0.6501, -0.5326, 0.3907, -0.5620, 0.1547, -0.6654, 0.2296, 0.1895, 0.2328, 0.2441, 0.2606, 0.4162, 0.2086, 0.4363, 0.1745, 0.1814, 0.5197]}

=====

# 3
{"formula": "C5H11N2O", "method": "the ωB97M-V functional and the def2-TZVPD basis", "gap_ev": 9.08, "e_above_lowest_kj_mol": 221.8, "charge": 1, "homo_ev": -12.7, "symbols": ["C", "C", "N", "C", "C", "N", "C", "O", "H", "H", "H", "H", "H", "H", "H", "H", "H", "H", "H"], "coordinates": [[-0.877, -2.463, -0.427], [-0.975, -1.162, -0.199], [-2.018, -0.528, 0.525], [0.103, -0.220, -0.681], [0.507, 0.811, 0.434], [0.696, 2.164, -0.199], [1.851, 0.387, 0.958], [2.838, 0.848, 0.461], [-0.144, -2.941, -1.067], [-1.568, -3.166, 0.023], [-2.551, -1.184, 1.076], [-2.591, 0.008, -0.109], [-0.083, 0.284, -1.645], [1.035, -0.717, -0.956], [-0.308, 0.819, 1.137], [1.654, 2.132, -0.581], [0.631, 2.963, 0.424], [0.021, 2.299, -0.949], [1.777, -0.334, 1.774]], "forces_ev_per_angstrom": [[-0.2, -0.6, 0.2], [0.3, -0.1, -0.4], [0.8, 0.0, 0.1], [0.9, 0.6, -0.2], [-0.7, -0.1, -1.2], [0.0, -0.3, -0.3], [-0.7, 0.4, 0.2], [0.5, 0.0, 0.2], [0.4, 0.4, 0.3], [-0.3, 0.2, -0.2], [-0.3, 0.0, -0.2], [-0.4, 0.0, 0.1], [-0.7, 0.2, 0.4], [-0.3, -0.7, 0.1], [-0.1, 0.3, 0.5], [0.1, 0.2, -0.1], [0.0, 0.0, 0.4], [0.0, 0.1, -0.1], [0.6, -0.4, 0.1]], "nbo_charge": [-0.3904, 0.1259, -0.8584, -0.4492, -0.1799, -0.6735, 0.4327, -0.4975, 0.2210, 0.2148, 0.3983, 0.3805, 0.2254, 0.2484, 0.2772, 0.4631, 0.4474, 0.4420, 0.1722]}

=====

# 4
{"formula": "C5H11N2O", "method": "the ωB97M-V functional and the def2-TZVPD basis", "gap_ev": [6.99, 9.00], "e_above_lowest_kj_mol": 309.1, "charge": 1, "multiplicity": 3, "homo_ev": [-11.2, -15.8], "symbols": ["C", "C", "C", "C", "C", "N", "N", "O", "H", "H", "H", "H", "H", "H", "H", "H", "H", "H", "H"], "coordinates": [[-1.297, -0.480, 0.157], [-0.072, 0.269, -0.305], [1.141, -0.239, 0.460], [-0.097, 1.823, -0.337], [2.331, -0.529, -0.198], [-1.126, -1.762, 0.410], [-2.524, 0.103, 0.348], [-0.055, -2.422, 0.681], [0.106, 0.043, -1.402], [1.164, -0.123, 1.491], [1.057, 2.175, -0.440], [-0.297, 2.177, 0.630], [-0.559, 2.444, -1.114], [2.329, -1.030, -1.157], [3.075, -0.921, 0.516], [2.776, 0.449, -0.470], [-2.007, -2.385, 0.536], [-2.666, 0.915, -0.308], [-3.280, -0.509, 0.504]], "forces_ev_per_angstrom": [[-0.3, 3.2, -0.5], [0.6, 0.5, -1.4], [-3.0, 0.7, -0.7], [3.5, 0.6, -0.3], [3.4, 0.6, -0.7], [-2.3, -4.5, 1.6], [3.4, 0.3, -2.3], [-0.7, 0.9, -0.7], [-0.5, -0.6, 1.1], [-0.3, 0.3, 1.8], [-2.5, -1.1, 0.1], [-0.8, 0.8, 1.3], [-0.5, -0.8, 0.1], [-0.3, -0.6, 0.0], [-0.2, -0.3, -0.6], [0.3, 0.1, -0.1], [1.6, 1.4, -0.2], [-0.1, -0.9, 1.3], [-1.3, -0.5, 0.3]], "lowdin_spin": [0.0906, 0.0722, 0.5965, 0.0353, 0.1153, 0.1611, 0.1078, 0.7017, 0.0047, 0.0277, 0.0029, 0.0007, 0.0062, 0.0145, 0.0039, 0.0530, -0.0017, 0.0051, 0.0025]}

=====

# 5
{"formula": "C5H11N2O2", "method": "the ωB97M-V functional and the def2-TZVPD basis", "gap_ev": [9.29, 7.18], "e_above_lowest_kj_mol": 776.8, "charge": 1, "homo_ev": [-13.7, -13.2], "symbols": ["C", "C", "N", "O", "N", "C", "C", "C", "O", "H", "H", "H", "H", "H", "H", "H", "H", "H", "H", "H"], "coordinates": [[-1.272, 0.195, -1.891], [-0.854, 0.041, -0.442], [-1.714, -0.092, 0.490], [-2.674, -0.525, 1.064], [0.537, 0.469, 0.091], [0.413, 1.899, 0.398], [0.963, -0.406, 1.201], [1.037, -1.856, 0.593], [0.360, -1.902, -0.604], [-2.428, 0.124, -1.812], [-0.839, -0.577, -2.579], [-0.798, 1.006, -2.250], [1.250, 0.139, -0.717], [1.455, 2.319, 0.326], [-0.254, 2.313, -0.199], [0.080, 2.044, 1.547], [0.279, -0.247, 1.933], [1.860, 0.015, 1.531], [2.052, -2.245, 0.200], [0.547, -2.715, 1.119]], "forces_ev_per_angstrom": [[-1.6, -3.8, 1.5], [-1.7, -0.2, 0.8], [2.6, -0.4, 0.0], [-0.7, 0.2, -0.4], [-0.3, -2.0, -3.3], [4.7, -0.6, 5.6], [0.9, -1.2, -2.5], [-0.5, -1.3, -1.0], [0.5, 0.2, -0.5], [2.1, 0.6, -0.9], [-0.7, 0.0, 1.0], [0.6, 3.7, -1.4], [-2.1, 1.7, 1.7], [-1.3, 0.0, 0.0], [-2.8, 2.1, -2.8], [0.6, -0.5, -2.8], [-2.2, -0.2, 2.4], [1.7, 0.2, 0.6], [-0.8, 0.7, 1.1], [0.9, 0.9, 0.8]], "nbo_charge": [-0.6632, 0.3088, 0.0764, -0.1782, -0.3819, -0.3990, -0.2377, -0.1769, -0.2994, 0.2758, 0.2639, 0.2237, 0.4720, 0.2401, 0.2224, 0.2497, 0.2308, 0.2335, 0.2792, 0.2600]}

=====

# 6
{"formula": "C5H11N2O2", "method": "the ωB97M-V functional and the def2-TZVPD basis", "gap_ev": [6.92, 7.96], "e_above_lowest_kj_mol": 161.2, "charge": 1, "multiplicity": 3, "homo_ev": [-10.1, -14.7], "symbols": ["C", "C", "C", "C", "C", "N", "N", "O", "O", "H", "H", "H", "H", "H", "H", "H", "H", "H", "H", "H"], "coordinates": [[1.654, -0.101, -0.312], [0.810, 1.053, 1.201], [0.931, -0.476, 0.776], [-1.192, 0.557, -1.645], [-1.140, -0.515, -0.476], [1.547, 1.277, -0.083], [-2.068, -0.501, 0.480], [2.272, -0.741, -1.233], [0.721, -1.624, 1.537], [-0.229, 1.323, 1.346], [1.332, 1.248, 2.117], [-0.997, 1.535, -1.234], [-2.206, 0.436, -1.957], [-0.544, 0.189, -2.438], [-0.863, -1.497, -1.003], [1.130, 1.854, -0.765], [-2.270, -1.346, 0.981], [-2.097, 0.304, 1.078], [2.523, -1.538, -0.826], [0.686, -1.438, 2.455]], "forces_ev_per_angstrom": [[0.7, 1.9, 0.1], [-0.2, -3.0, -0.5], [-1.3, -0.6, 5.5], [0.2, -1.9, 2.3], [1.4, -0.9, -4.3], [-0.1, -1.6, 0.9], [-1.1, -0.2, 1.3], [0.0, 1.5, -1.6], [1.0, 1.7, -4.3], [-0.1, 0.6, -0.7], [0.8, 0.5, 0.1], [0.0, 0.6, -0.5], [-0.8, 0.5, -0.6], [0.2, 0.6, 0.0], [-0.8, 1.0, 1.5], [-0.2, 1.0, -1.1], [0.0, -0.3, 0.0], [-0.4, 0.4, 0.1], [0.8, -2.5, 0.2], [-0.2, 0.6, 1.6]], "lowdin_spin": [0.2562, 0.0254, 0.3641, 0.0634, 0.5074, 0.2015, 0.2713, 0.0912, 0.1333, 0.0039, -0.0003, 0.0065, 0.0154, -0.0007, 0.0156, 0.0144, 0.0070, 0.0181, 0.0025, 0.0037]}